--- 1 ---
The following is a DFT calculation (ωB97M-V with the def2-TZVPD basis set) of an isolated ion of composition C5H16N3 and charge +2.

Bonds (Å) are listed after each position.
Element x y z (Å)
1 C -2.023 -1.270 -0.876  C2 1.538, N8 1.534, H9 1.106, H10 1.088
2 C -0.587 -1.648 -0.475  C1 1.538, C3 1.561, H11 1.122, H12 1.086
3 C -0.116 -0.470 0.434  C2 1.561, C4 1.596, H13 1.095, H14 1.087
4 C 1.169 0.342 -0.053  C3 1.596, N5 1.457, H15 1.129, H16 1.079
5 N 1.074 1.579 0.710  C4 1.457, C6 1.490, H17 1.021
6 C 2.378 2.104 1.203  N5 1.490, N7 1.434, H18 1.101, H19 1.097
7 N 2.147 2.786 2.442  C6 1.434, H20 1.014, H21 1.014
8 N -2.555 -2.188 -1.983  C1 1.534, H22 1.023, H23 1.028, H24 1.022
9 H -2.196 -0.248 -1.261  C1 1.106
10 H -2.741 -1.271 -0.058  C1 1.088
11 H -0.058 -1.760 -1.459  C2 1.122
12 H -0.561 -2.647 -0.050  C2 1.086
13 H -0.858 0.330 0.342  C3 1.095
14 H 0.146 -0.753 1.450  C3 1.087
15 H 1.248 0.351 -1.179  C4 1.129
16 H 2.091 -0.204 0.073  C4 1.079
17 H 0.465 2.256 0.246  N5 1.021
18 H 2.810 2.714 0.395  C6 1.101
19 H 3.014 1.236 1.414  C6 1.097
20 H 1.859 3.756 2.383  N7 1.014
21 H 1.550 2.220 3.035  N7 1.014
22 H -2.591 -3.180 -1.734  N8 1.023
23 H -3.545 -1.936 -2.095  N8 1.028
24 H -2.122 -2.099 -2.904  N8 1.022

Values from the calculation:
LUMO level (alpha / beta)	-6.136 / -11.012	eV
multiplicity	2
total charge	+2
orbital gap (alpha / beta)	12.38 / 6.11	eV
⟨S²⟩	0.76

Table of Mulliken atomic charges, one value per atom, all in e:
1 C -0.84
2 C -0.52
3 C -0.73
4 C -0.76
5 N -0.11
6 C -0.38
7 N -0.32
8 N -0.32
9 H 0.44
10 H 0.38
11 H 0.38
12 H 0.46
13 H 0.40
14 H 0.35
15 H 0.36
16 H 0.41
17 H 0.31
18 H 0.42
19 H 0.37
20 H 0.30
21 H 0.29
22 H 0.35
23 H 0.38
24 H 0.36


--- 2 ---
The following is a DFT calculation (ωB97M-V with the def2-TZVPD basis set) of an isolated ion of composition C5H16N3 and charge +2.

Bonds (Å) are listed after each position.
Element x y z (Å)
1 C 1.018 1.379 0.750  N2 1.468, C7 1.549, H9 1.090, H10 1.092
2 N 0.047 0.420 0.208  C1 1.468, C3 1.469, H11 1.012
3 C 0.643 -0.596 -0.669  N2 1.469, C4 1.528, H12 1.100, H13 1.092
4 C -0.421 -1.552 -1.203  C3 1.528, C5 1.535, H14 1.085, H15 1.086
5 C -0.874 -2.618 -0.196  C4 1.535, N6 1.447, H16 1.090, H17 1.102
6 N 0.062 -3.706 -0.013  C5 1.447, H18 1.023, H19 1.025
7 C 0.521 2.844 0.665  C1 1.549, N8 1.504, H20 1.086, H21 1.089
8 N -0.956 2.952 0.402  C7 1.504, H22 1.024, H23 1.022, H24 1.020
9 H 1.953 1.299 0.196  C1 1.090
10 H 1.261 1.197 1.799  C1 1.092
11 H -0.469 -0.013 0.964  N2 1.012
12 H 1.508 -1.111 -0.226  C3 1.100
13 H 1.032 -0.020 -1.511  C3 1.092
14 H -1.306 -1.000 -1.502  C4 1.085
15 H 0.016 -2.054 -2.062  C4 1.086
16 H -1.292 -2.311 0.762  C5 1.090
17 H -1.739 -3.173 -0.593  C5 1.102
18 H 0.299 -4.174 -0.892  N6 1.023
19 H 0.857 -3.567 0.619  N6 1.025
20 H 0.674 3.431 1.566  C7 1.086
21 H 1.072 3.424 -0.073  C7 1.089
22 H -1.185 2.511 -0.494  N8 1.024
23 H -1.197 3.946 0.392  N8 1.022
24 H -1.526 2.491 1.111  N8 1.020

Values from the calculation:
LUMO level (alpha / beta)	-6.216 / -11.434	eV
multiplicity	2
total charge	+2
orbital gap (alpha / beta)	10.79 / 5.56	eV
⟨S²⟩	0.75

Table of Mulliken atomic charges, one value per atom, all in e:
1 C -0.53
2 N -0.22
3 C -0.66
4 C -0.62
5 C -0.58
6 N -0.07
7 C -0.67
8 N -0.30
9 H 0.39
10 H 0.37
11 H 0.21
12 H 0.37
13 H 0.48
14 H 0.27
15 H 0.37
16 H 0.41
17 H 0.34
18 H 0.35
19 H 0.33
20 H 0.37
21 H 0.38
22 H 0.33
23 H 0.36
24 H 0.34


Least stable structure: 1